Record 1
67
Properties=species:S:1:pos:R:3:forces:R:3 method="wB97M-V/def2-TZVPD" lumo_energy_ev=-3.1 e_above_lowest_kj_mol=17.3 e_homo_ha=-0.41140 total_charge=+1 orbital_gap_ev=8.051
Zr 0.841 -1.383 0.787 -0.309 0.215 -0.028
S 1.107 -3.642 1.826 1.164 -0.528 -0.283
C -0.474 -3.403 2.470 0.685 0.990 -0.448
C -1.082 -4.247 3.362 -0.806 -0.326 0.306
C -2.341 -3.894 3.825 -0.331 -1.781 0.766
C -2.924 -2.744 3.363 0.103 0.775 0.079
C -2.202 -1.894 2.547 0.491 -0.560 -0.412
N -0.980 -2.216 2.065 -1.192 -0.123 0.752
H -0.600 -5.173 3.616 0.112 -0.124 0.201
H -2.939 -4.549 4.530 1.023 0.758 -0.931
H -3.905 -2.516 3.717 -0.419 0.486 -0.064
H -2.597 -0.962 2.231 -0.333 0.729 -0.252
S 2.702 0.047 1.384 -0.242 0.125 0.597
C 1.612 0.248 2.811 -0.702 -0.007 0.426
C 0.801 1.382 3.035 1.177 -0.088 -0.324
C 0.110 1.542 4.221 0.589 -1.805 0.089
C 0.132 0.508 5.188 0.076 0.407 -1.273
C 0.842 -0.683 4.906 -2.601 2.336 2.540
C 1.567 -0.765 3.789 2.086 0.045 -2.032
H 0.909 2.202 2.336 -0.426 -0.008 -0.042
H -0.431 2.436 4.330 -0.613 0.984 0.539
H -0.370 0.673 6.140 0.045 -0.270 -0.226
H 0.755 -1.379 5.707 0.620 -0.964 0.084
H 2.350 -1.481 3.712 0.124 -1.052 -0.192
C 3.376 3.715 0.887 -0.334 -0.723 -0.854
C 3.837 3.351 -0.548 -1.321 0.163 0.135
C 2.688 3.630 -1.549 -0.053 -1.082 -0.688
C 1.832 2.410 -1.924 -0.438 0.073 0.170
N 1.019 1.928 -0.813 -0.740 -0.404 0.346
C -0.296 1.637 -0.830 1.475 -0.586 -0.845
S -0.956 0.647 0.395 -0.437 -0.712 0.577
N -1.028 1.973 -1.866 -0.915 1.015 -1.303
C -2.477 1.859 -2.148 -0.075 -1.650 2.386
C -2.796 2.557 -3.392 -0.253 1.337 -2.674
C -2.202 1.950 -4.685 -0.232 -1.214 0.708
C -2.677 0.516 -4.974 -2.546 -0.484 4.986
H 4.176 3.384 1.564 -0.837 -0.125 0.304
H 2.343 3.259 0.987 1.426 0.127 0.615
H 3.203 4.771 1.043 0.213 0.410 -0.200
H 4.116 2.282 -0.538 0.014 0.382 -0.252
H 4.670 3.943 -0.891 0.537 0.051 0.251
H 3.071 3.889 -2.533 0.344 0.603 0.027
H 2.053 4.425 -1.172 -0.083 0.241 -0.087
H 2.484 1.610 -2.295 -0.047 -0.092 0.295
H 1.132 2.581 -2.755 0.531 0.417 0.133
H 1.504 1.468 -0.046 0.120 0.176 -0.103
H -0.663 2.588 -2.577 0.727 0.031 0.302
H -2.999 2.311 -1.296 -0.116 -0.202 -0.175
H -2.744 0.777 -2.183 0.115 0.749 0.080
H -2.440 3.593 -3.369 0.169 0.053 0.341
H -3.858 2.712 -3.585 -0.189 -0.470 0.558
H -1.112 1.962 -4.563 -0.008 -0.171 -0.412
H -2.454 2.543 -5.544 -0.020 0.607 -0.230
H -3.783 0.313 -5.090 0.806 1.142 -0.003
H -2.507 -0.213 -4.073 0.274 1.295 -1.432
H -2.281 0.069 -5.772 2.019 -1.461 -3.193
Se 2.125 -1.539 -1.507 0.419 0.993 0.319
C 0.972 -2.989 -1.590 -1.878 0.038 0.633
C 1.449 -4.275 -1.757 -1.650 -1.395 -0.467
C 0.492 -5.333 -1.705 0.832 -0.434 0.908
N -0.815 -5.192 -1.290 2.246 -0.558 -0.960
C -1.209 -3.979 -1.065 0.148 1.708 0.206
C -0.383 -2.813 -1.240 -0.632 0.189 0.382
H 2.503 -4.310 -1.977 0.105 -0.947 -0.078
H 0.780 -6.415 -1.814 -0.063 1.392 -0.184
H -2.227 -3.943 -0.701 -0.176 0.629 0.000
H -0.801 -1.763 -1.119 0.201 -1.322 -0.396

=====

Record 2
46
Properties=species:S:1:pos:R:3:forces:R:3 method="wB97M-V/def2-TZVPD" multiplicity=6 lumo_energy_ev="-7.2 / -10.3" s_squared=8.816 e_homo_ha="-0.46569 / -0.46576" total_charge=+1 orbital_gap_ev="5.453 / 2.413"
Cr -4.199 -0.941 1.327 2.777 2.418 1.012
Cl -1.007 0.600 0.206 -1.661 2.122 4.235
O -1.322 1.716 1.100 1.954 -0.240 -1.603
O -0.655 0.974 -1.117 1.189 0.035 -0.312
O -0.104 -0.306 0.871 0.862 0.259 -1.195
O -2.291 -0.041 0.137 -3.428 -2.956 -0.877
B -3.333 0.279 3.197 -0.066 -0.409 0.505
H -3.934 0.253 4.092 -2.426 -0.623 3.149
H -2.499 0.953 3.322 2.782 2.073 -0.375
H -3.005 -0.708 2.911 1.612 -4.520 -1.083
H -4.023 0.719 2.493 -3.394 2.089 -3.838
C 1.171 1.454 -4.131 -0.198 0.242 -0.509
N 0.121 1.191 -5.224 -0.187 -0.657 -1.129
O -0.036 0.036 -5.663 0.536 2.538 1.200
O -0.510 2.190 -5.593 0.926 -1.597 0.710
H 1.765 2.333 -4.384 -0.525 0.172 -0.365
H 1.904 0.653 -4.040 -0.700 -0.446 -0.018
H 0.580 1.679 -3.243 0.190 -0.321 0.106
C 1.608 -2.991 1.373 -0.963 -0.642 -0.102
N 3.035 -3.294 1.146 -0.216 1.787 0.334
O 3.405 -2.959 0.049 0.911 0.260 -2.015
O 3.780 -3.655 2.003 0.047 -0.898 1.242
H 1.143 -3.944 1.627 -0.212 0.215 0.107
H 1.252 -2.604 0.418 -0.153 -0.273 0.290
H 1.413 -2.241 2.139 0.460 -0.254 0.176
C 0.785 -1.515 5.298 0.561 -0.321 -0.476
N -0.374 -1.005 4.522 -0.780 -0.398 -0.063
O -1.029 -0.117 4.984 0.111 0.654 0.832
O -0.641 -1.538 3.457 0.645 -0.496 -0.171
H 1.620 -0.869 5.027 -0.018 0.053 0.245
H 0.994 -2.514 4.915 -0.063 0.083 0.233
H 0.592 -1.501 6.371 -0.149 0.166 -0.304
C -2.752 2.279 -3.169 0.412 -0.364 0.441
N -3.031 0.999 -3.936 -0.559 -0.005 1.295
O -2.665 -0.055 -3.454 0.572 -0.048 0.535
O -3.633 1.073 -4.962 -0.512 0.648 -1.115
H -1.778 2.567 -3.565 -0.372 0.631 -0.092
H -2.620 2.099 -2.102 0.010 -0.621 -0.252
H -3.565 3.001 -3.245 0.267 -0.154 -0.822
C 2.918 0.413 -0.587 -0.086 -0.578 1.311
N 4.013 1.341 -0.934 -1.814 1.359 -2.404
O 3.750 2.329 -1.565 1.686 -1.470 1.435
O 5.209 0.970 -0.632 -0.268 0.415 -0.012
H 2.291 1.017 0.070 -0.207 0.000 0.135
H 3.307 -0.447 -0.042 0.086 -0.129 -0.122
H 2.345 0.125 -1.469 0.361 0.200 -0.275

=====

Record 3
110
Properties=species:S:1:pos:R:3:forces:R:3 method="wB97M-V/def2-TZVPD" lumo_energy_ev=-3.7 e_above_lowest_kj_mol=176.1 e_homo_ha=-0.40351 total_charge=+1 orbital_gap_ev=7.297
Ba 1.082 1.984 3.741 -0.596 -0.159 -1.462
Br 0.180 0.567 0.640 0.253 0.179 0.745
C 4.343 3.883 1.444 0.685 0.084 -0.476
C 2.890 3.546 1.187 0.828 0.767 -0.171
O 2.103 4.127 2.228 -0.623 -0.519 0.757
H 4.525 4.955 1.520 -0.393 0.196 0.070
H 4.965 3.602 0.594 0.014 -0.359 0.007
H 4.771 3.453 2.349 -0.196 -0.229 -0.002
H 2.704 2.472 1.153 -0.120 0.033 0.008
H 2.581 3.998 0.244 -0.096 -0.320 -0.163
H 2.129 5.080 2.119 -0.087 0.107 0.107
C 0.124 3.695 -2.292 -1.847 -0.364 0.466
C -1.321 3.603 -2.863 0.398 -0.238 -0.329
O -1.364 4.345 -4.032 0.324 1.408 -1.404
H 0.365 4.711 -1.980 -0.099 0.139 -0.303
H 0.888 3.314 -2.970 -0.213 -0.105 0.053
H 0.035 3.114 -1.373 0.684 -0.334 0.102
H -2.106 3.958 -2.195 0.257 0.207 0.708
H -1.660 2.613 -3.168 0.635 -0.681 0.617
H -2.204 4.247 -4.487 -0.073 -0.041 0.078
C 3.824 -3.467 0.098 -1.109 0.231 -0.729
C 2.564 -4.100 -0.587 1.223 -0.100 0.519
O 2.645 -5.530 -0.510 -0.123 0.379 0.252
H 4.788 -3.648 -0.377 -0.168 -0.489 -0.048
H 3.849 -3.724 1.157 0.089 -0.304 -0.050
H 3.681 -2.388 0.044 -0.102 0.167 -0.006
H 2.418 -3.843 -1.636 0.373 0.502 0.053
H 1.699 -3.727 -0.039 -0.205 -0.018 0.031
H 1.851 -5.840 -0.952 0.051 -0.361 -0.033
C -2.569 -3.268 1.316 -1.523 0.604 1.695
C -1.551 -3.835 0.455 0.765 0.299 -1.690
O -1.746 -5.191 0.319 -0.233 -2.350 0.538
H -2.674 -2.196 1.147 -0.017 0.009 0.108
H -2.344 -3.459 2.365 0.156 0.161 0.224
H -3.545 -3.735 1.188 -0.040 0.082 -0.436
H -0.564 -3.627 0.867 0.323 0.297 -0.327
H -1.700 -3.462 -0.558 0.590 0.892 -0.084
H -1.079 -5.576 -0.254 0.001 0.054 0.005
C 1.266 -2.806 2.931 0.141 0.365 -1.027
C 1.180 -4.196 3.536 -0.143 1.201 -0.341
O 0.857 -3.900 4.878 -0.316 -0.269 1.106
H 0.289 -2.327 2.854 -0.283 0.013 0.765
H 1.532 -2.718 1.878 0.649 -0.481 -0.055
H 1.951 -2.219 3.542 -0.040 0.211 -0.075
H 2.128 -4.733 3.508 -0.132 -0.137 -0.442
H 0.354 -4.707 3.041 0.201 -0.587 0.096
H 1.364 -4.455 5.475 -0.143 -0.149 -0.028
C 0.137 1.268 -5.335 0.536 -0.575 -0.038
C 1.507 1.540 -5.970 -1.496 1.086 -0.118
O 2.413 0.521 -5.726 1.012 -0.588 0.730
H -0.507 2.147 -5.359 -0.092 -0.148 -0.450
H 0.215 0.996 -4.283 0.440 0.153 0.205
H -0.286 0.367 -5.780 -0.403 0.269 -0.305
H 1.868 2.489 -5.575 0.144 0.208 0.114
H 1.467 1.653 -7.054 -0.624 0.266 -0.168
H 3.242 1.004 -5.705 0.460 -0.654 0.025
C 3.757 -1.261 -3.179 -0.121 0.743 0.040
C 2.831 -0.318 -2.431 0.231 -0.309 0.226
O 2.039 -1.067 -1.526 0.022 -0.479 0.003
H 3.151 -1.841 -3.874 0.382 -0.293 0.064
H 4.366 -1.849 -2.491 -0.358 -0.329 0.019
H 4.482 -0.656 -3.725 -0.111 -0.015 -0.364
H 2.184 0.215 -3.127 0.135 0.162 -0.124
H 3.424 0.389 -1.851 0.164 0.384 -0.040
H 1.640 -0.457 -0.902 -0.304 0.067 0.126
C -3.101 3.312 0.861 0.895 1.651 -0.247
C -1.800 4.005 1.254 0.522 0.376 0.485
O -1.008 3.127 2.037 0.541 -0.203 1.581
H -2.864 2.356 0.395 -0.379 -0.030 0.027
H -3.517 4.018 0.143 -0.572 -0.418 -0.261
H -3.773 3.246 1.718 0.074 -0.314 -0.126
H -1.897 4.917 1.842 -0.655 -0.096 0.266
H -1.138 4.359 0.464 -0.444 -0.350 -0.843
H -1.038 2.279 1.587 0.240 -0.624 -0.418
C -3.168 0.534 3.304 -0.111 -0.247 0.896
C -2.347 1.064 4.506 -1.715 -0.759 -2.017
O -1.046 0.458 4.417 0.668 1.006 0.656
H -2.690 0.634 2.330 0.161 0.181 0.186
H -4.150 1.007 3.281 -0.011 -0.001 -0.073
H -3.329 -0.526 3.501 -0.155 -0.155 -0.317
H -2.885 0.754 5.402 0.400 0.256 0.273
H -2.359 2.148 4.387 0.926 0.058 0.458
H -1.151 -0.481 4.581 0.032 -0.286 -0.095
C -2.241 -0.805 -2.465 -0.416 1.003 -0.929
C -3.087 0.261 -1.795 -0.076 -0.322 -0.033
O -3.047 -0.068 -0.413 -0.283 0.609 0.264
H -1.197 -0.686 -2.176 0.025 -0.339 0.116
H -2.307 -0.676 -3.546 0.151 -0.197 -0.172
H -2.672 -1.770 -2.197 0.320 -0.028 0.016
H -4.115 0.264 -2.158 -0.107 -0.388 0.256
H -2.788 1.305 -1.896 0.548 -0.036 -0.342
H -2.133 0.105 -0.177 0.419 -0.195 0.587
C -7.426 -1.669 -0.331 1.103 0.590 -0.308
C -6.089 -0.941 -0.562 -1.049 -0.232 -0.457
O -5.362 -0.768 0.602 -0.196 -0.257 1.107
H -7.817 -1.817 -1.337 -0.418 -0.219 0.167
H -8.122 -1.093 0.278 0.050 -0.088 -0.010
H -7.186 -2.626 0.133 -0.298 -0.031 0.012
H -6.231 0.037 -1.021 -0.427 0.203 -0.300
H -5.543 -1.542 -1.289 0.294 -0.208 -0.163
H -4.508 -0.440 0.311 0.511 0.081 0.302
C 5.074 0.213 1.447 -0.052 0.101 0.784
C 4.269 -0.184 2.727 1.479 -0.364 -1.581
O 3.639 0.959 3.288 -1.100 0.860 0.288
H 5.704 -0.597 1.080 -0.343 -0.226 -0.002
H 5.772 1.034 1.616 0.016 0.140 0.372
H 4.403 0.561 0.662 -0.145 -0.291 -0.040
H 4.902 -0.523 3.547 0.171 -0.757 -0.442
H 3.554 -0.936 2.395 -0.270 0.162 0.574
H 4.388 1.457 3.622 -0.067 0.441 0.126

=====

Record 4
16
Properties=species:S:1:pos:R:3:forces:R:3 method="wB97M-V/def2-TZVPD" lumo_energy_ev=0.7 e_above_lowest_kj_mol=49.8 e_homo_ha=-0.36810 smiles=CC(C)(O)CO orbital_gap_ev=10.761
C -1.402 -0.870 -0.422 -0.031 -0.035 -0.028
C -0.232 -0.119 0.219 -0.064 0.044 -0.296
C -0.389 1.396 0.060 0.018 0.055 -0.006
O -0.224 -0.451 1.601 0.216 0.042 0.155
C 1.097 -0.602 -0.374 -0.175 -0.166 -0.144
O 2.205 -0.055 0.326 0.117 0.231 -0.113
H -1.080 -1.819 -0.867 -0.032 0.095 0.112
H -2.140 -1.098 0.350 0.062 0.078 -0.092
H -1.889 -0.279 -1.202 0.111 -0.071 0.077
H -0.455 1.687 -0.995 0.024 -0.069 0.148
H -1.298 1.728 0.571 0.103 -0.067 -0.080
H 0.457 1.925 0.516 -0.142 -0.060 -0.035
H 0.655 -0.196 1.923 -0.159 -0.083 0.058
H 1.162 -1.686 -0.233 -0.037 0.133 -0.036
H 1.154 -0.389 -1.451 -0.029 0.002 0.166
H 2.378 0.828 -0.022 0.017 -0.129 0.112

=====

Taking the records one at a time from the top gives DFT total energy values of -4834.3999; -3057.1685; -4459.7458; -308.8792 hartree.